[1]
ORCA calculation (ωB97M-V/def2-TZVPD) on a structure of composition C30H30N8O5S3Zr at a distorted geometry.

Calculated values
largest force on an atom: 0.0465 hartree/bohr
spin multiplicity: 1
total charge: 0
electronic energy: -3217.11967 a.u.
energy relative to the best compared isomer or geometry (same formula, charge and spin): 162.2 kJ/mol

Each line ends with the Löwdin charge.
Element x y z (Å)
1 Zr -0.1236 -0.2672 0.3214  1.71
2 C -3.8732 -2.1741 1.8653  0.01
3 C -2.4718 -1.6433 1.8308  -0.22
4 N -2.0094 -1.2104 0.7050  -0.17
5 N -2.8220 -1.2617 -0.4162  -0.05
6 C -2.2046 -1.7179 -1.4630  -1.13
7 S -0.6104 -2.3653 -1.4423  0.67
8 S -3.0993 -1.7689 -2.9648  0.92
9 C -4.6877 -1.0570 -2.4500  -0.41
10 C -5.6067 -1.9564 -1.6529  -0.28
11 C -5.2757 -3.2474 -1.2622  -0.08
12 C -6.1683 -4.0167 -0.5271  -0.09
13 C -7.4074 -3.5068 -0.1726  -0.10
14 C -7.7459 -2.2167 -0.5549  -0.09
15 C -6.8528 -1.4504 -1.2865  -0.05
16 C -1.5711 -1.7228 2.9827  -0.11
17 C -2.0776 -1.8501 4.2808  -0.03
18 C -1.2572 -2.0176 5.3753  -0.09
19 C 0.1205 -2.0883 5.1865  -0.08
20 C 0.6544 -1.9639 3.9229  -0.01
21 C -0.1573 -1.7565 2.7986  -0.32
22 O 0.4139 -1.6317 1.6107  -0.25
23 H -3.9164 -3.0596 1.2283  0.09
24 H -4.2041 -2.4401 2.8630  0.07
25 H -4.5509 -1.4432 1.4226  0.10
26 H -4.4388 -0.1656 -1.8762  0.07
27 H -5.1703 -0.7490 -3.3787  0.08
28 H -4.3143 -3.6633 -1.5330  0.09
29 H -5.8913 -5.0202 -0.2282  0.10
30 H -8.1064 -4.1093 0.3934  0.10
31 H -8.7106 -1.8062 -0.2832  0.10
32 H -7.1242 -0.4416 -1.5786  0.11
33 H -3.1470 -1.7956 4.4344  0.10
34 H -1.6825 -2.1003 6.3663  0.10
35 H 0.7764 -2.2426 6.0341  0.10
36 H 1.7233 -2.0241 3.7595  0.12
37 C -0.3853 0.9109 -4.0919  0.01
38 C 0.0148 0.5874 -2.6934  -0.29
39 N -0.7809 0.7599 -1.6966  -0.12
40 O -1.9820 1.3212 -2.0509  -0.04
41 C 1.2932 -0.0343 -2.3762  -0.31
42 C 2.3070 -0.4268 -3.3974  -0.01
43 N 1.3953 -0.3420 -1.1186  -0.38
44 O 2.3724 -0.9702 -0.5784  -0.14
45 H -0.8468 1.8971 -4.1268  0.09
46 H -1.1419 0.1887 -4.4067  0.08
47 H 0.4601 0.8642 -4.7715  0.08
48 H -2.3811 1.5265 -1.1901  0.05
49 H 1.8950 -1.2002 -4.0501  0.09
50 H 3.1692 -0.8371 -2.8757  0.08
51 H 2.6222 0.4219 -4.0045  0.08
52 N -1.7361 6.6069 5.0255  0.11
53 C -1.7126 5.5013 4.2161  -0.31
54 C -2.4917 5.4579 3.0506  -0.02
55 C -2.4271 4.3730 2.2042  -0.05
56 C -1.5970 3.3074 2.5199  -0.29
57 C -0.8266 3.3237 3.6768  -0.05
58 C -0.8883 4.4108 4.5234  -0.02
59 S -1.3224 2.0164 1.3634  0.59
60 O -0.7623 0.8675 2.1049  -0.40
61 O -2.5408 1.6751 0.6591  -0.29
62 N -0.2805 2.5782 0.3344  -0.09
63 C 1.0417 2.4897 0.6674  -0.46
64 N 1.5118 1.2540 0.9611  0.00
65 C 2.7883 1.1275 1.3096  -0.09
66 C 3.6306 2.2208 1.3537  -0.03
67 C 3.0732 3.4401 0.9941  -0.11
68 N 1.7975 3.5870 0.6643  0.15
69 H -2.4386 7.3081 4.8844  0.10
70 H -1.3166 6.5575 5.9351  0.10
71 H -3.1427 6.2919 2.8190  0.11
72 H -3.0200 4.3360 1.2989  0.12
73 H -0.1964 2.4744 3.9079  0.12
74 H -0.2970 4.4321 5.4307  0.11
75 H 3.1211 0.1204 1.5219  0.12
76 H 4.6688 2.1182 1.6286  0.10
77 H 3.6659 4.3489 0.9761  0.11

[2]
ORCA calculation (ωB97M-V/def2-TZVPD) on a structure of composition C30H31BClIN9O2STc.

Calculated values
largest force on an atom: 0.0102 hartree/bohr
spin multiplicity: 4
total charge: +1
electronic energy: -3066.73822 a.u.
energy relative to the best compared isomer or geometry (same formula, charge and spin): 0.0 kJ/mol

Each line ends with the Löwdin charge.
Element x y z (Å)
1 Tc 0.1199 -0.1744 -0.3930  1.00
2 S 0.7023 -1.1931 1.6726  0.69
3 C -0.6050 -0.4923 2.5721  -0.77
4 N -0.8833 -0.7725 3.8451  0.09
5 N -0.1341 -1.6244 4.4448  0.03
6 C -0.3972 -2.0291 5.7804  -0.22
7 C 0.3891 -3.0392 6.3118  -0.03
8 C 0.1346 -3.4865 7.5985  -0.07
9 C -0.8928 -2.9220 8.3405  -0.07
10 C -1.6563 -1.8956 7.7978  -0.07
11 C -1.4152 -1.4389 6.5132  -0.02
12 N -1.4772 0.3961 2.0579  0.05
13 N -1.3369 0.6902 0.8185  -0.14
14 C -2.2876 1.7082 0.4156  -0.27
15 C -2.4885 2.8088 1.2352  -0.02
16 C -3.4070 3.7731 0.8605  -0.07
17 C -4.1305 3.6306 -0.3182  -0.07
18 C -3.9372 2.5127 -1.1147  -0.07
19 C -3.0126 1.5442 -0.7493  -0.08
20 H 0.6300 -2.0767 3.9401  0.10
21 H 1.1932 -3.4700 5.7264  0.12
22 H 0.7396 -4.2781 8.0187  0.11
23 H -1.0978 -3.2792 9.3402  0.11
24 H -2.4477 -1.4441 8.3805  0.11
25 H -1.9967 -0.6377 6.0808  0.11
26 H -1.9209 2.9084 2.1507  0.11
27 H -3.5579 4.6379 1.4922  0.11
28 H -4.8473 4.3863 -0.6093  0.11
29 H -4.5052 2.3861 -2.0265  0.11
30 H -2.8880 0.6580 -1.3558  0.07
31 Cl -0.2473 0.9112 -2.3579  0.06
32 N 2.8620 -1.7497 -4.4292  0.20
33 C 3.4363 -2.6693 -3.6433  -0.47
34 N 4.2973 -3.5384 -4.1720  0.20
35 N 3.2055 -2.7621 -2.3404  0.15
36 C 2.3537 -1.9793 -1.7874  -0.28
37 N 1.5878 -1.2773 -1.2722  -0.01
38 H 2.9720 -1.7634 -5.4277  0.13
39 H 2.1706 -1.1259 -4.0405  0.09
40 H 4.6045 -3.4762 -5.1258  0.12
41 H 4.7554 -4.1841 -3.5518  0.13
42 I -1.0225 -2.3619 -3.7773  0.89
43 C -2.1019 -2.6440 -2.0056  -0.77
44 C -3.2698 -3.3861 -2.1125  -0.14
45 C -3.9741 -3.6651 -0.9552  -0.04
46 C -3.4741 -3.2142 0.2552  -0.04
47 C -2.3067 -2.4771 0.2497  -0.15
48 N -1.6249 -2.1692 -0.8629  -0.03
49 H -3.6067 -3.7372 -3.0762  0.09
50 H -4.8926 -4.2350 -1.0018  0.12
51 H -3.9739 -3.4241 1.1898  0.12
52 H -1.8880 -2.1114 1.1778  0.06
53 C 7.6159 3.2996 0.8738  -0.05
54 C 6.5723 4.1962 1.5540  -0.56
55 C 6.5943 3.9440 3.0678  -0.05
56 C 6.9555 5.6538 1.3023  -0.07
57 C 5.1811 3.8615 1.0104  -0.16
58 C 4.3667 4.8164 0.4006  -0.01
59 C 3.0900 4.5221 -0.0878  0.03
60 C 2.6637 3.2294 0.0582  -0.20
61 O 1.4668 2.6555 -0.3412  0.12
62 B 1.5699 1.3334 0.0410  -0.69
63 O 2.7759 1.0630 0.6702  0.11
64 C 3.4545 2.2734 0.6571  -0.18
65 C 4.7053 2.5477 1.1417  0.06
66 H 8.6133 3.5348 1.2503  0.09
67 H 7.6137 3.4531 -0.2070  0.09
68 H 7.4296 2.2418 1.0652  0.08
69 H 7.5760 4.1920 3.4761  0.09
70 H 6.3877 2.8990 3.3051  0.08
71 H 5.8478 4.5586 3.5740  0.09
72 H 7.9527 5.8369 1.7046  0.09
73 H 6.2691 6.3455 1.7938  0.09
74 H 6.9795 5.8887 0.2364  0.09
75 H 4.7254 5.8290 0.2886  0.10
76 H 2.4724 5.2748 -0.5572  0.13
77 H 5.2950 1.7694 1.6072  0.13

[3]
ORCA calculation (ωB97M-V/def2-TZVPD) on a structure of composition C30H31BF2HfN5S2 at a distorted geometry.

Calculated values
largest force on an atom: 0.0391 hartree/bohr
spin multiplicity: 1
total charge: +3
electronic energy: -2503.84731 a.u.
energy relative to the best compared isomer or geometry (same formula, charge and spin): 0.0 kJ/mol

Each line ends with the Löwdin charge.
Element x y z (Å)
1 Hf 0.2042 -1.0124 0.6863  1.80
2 S 3.2070 3.4765 2.9748  1.06
3 C 3.7514 4.9896 3.5450  -0.35
4 C 2.8418 5.9741 3.3146  -0.13
5 C 1.6808 5.4883 2.6570  -0.08
6 C 1.7341 4.1471 2.4078  -0.50
7 C 0.7221 3.3284 1.7362  -0.16
8 C 0.8791 1.9485 1.6216  -0.07
9 N 0.0163 1.1563 0.9732  -0.04
10 C -1.1078 1.6961 0.4130  -0.15
11 C -1.3786 3.0510 0.5226  -0.09
12 C -2.6139 3.5681 -0.0203  0.04
13 C -3.5049 2.7403 -0.5966  0.04
14 C -3.2343 1.3247 -0.7096  -0.10
15 C -4.1451 0.4181 -1.2723  0.09
16 C -3.8653 -0.9357 -1.3668  -0.16
17 C -2.6113 -1.3374 -0.8911  -0.03
18 N -1.7162 -0.5045 -0.3527  -0.03
19 C -2.0292 0.8236 -0.2438  -0.15
20 C -4.7924 -1.9222 -1.9249  -0.51
21 C -4.6352 -3.2829 -1.9851  -0.11
22 C -5.7373 -3.9435 -2.5788  -0.14
23 C -6.7076 -3.0615 -2.9546  -0.35
24 S -6.2924 -1.4552 -2.5956  1.12
25 C -0.4364 3.8550 1.1823  0.12
26 H 4.7134 5.0712 4.0280  0.09
27 H 2.9903 7.0034 3.6051  0.13
28 H 0.8451 6.1250 2.3969  0.12
29 H 1.7398 1.4649 2.0698  0.09
30 H -2.8153 4.6286 0.0637  0.14
31 H -4.4425 3.1190 -0.9837  0.14
32 H -5.0960 0.8024 -1.6284  0.13
33 H -2.3241 -2.3766 -0.9666  0.10
34 H -3.7723 -3.8199 -1.6100  0.10
35 H -5.8145 -5.0115 -2.7177  0.12
36 H -7.6536 -3.2788 -3.4276  0.09
37 H -0.6329 4.9183 1.2600  0.14
38 N -0.1559 -3.2841 0.1379  -0.08
39 C 0.8186 -4.2375 0.8006  -0.18
40 C 2.1848 -4.2438 0.1020  -0.16
41 C 3.3394 -3.6861 0.9336  -0.17
42 C 3.4536 -2.1754 0.9751  -0.19
43 N 2.2786 -1.5215 1.6873  -0.06
44 H -1.0791 -3.5077 0.5172  0.10
45 H -0.2161 -3.5308 -0.8494  0.11
46 H 0.3668 -5.2268 0.7965  0.14
47 H 0.8940 -3.9419 1.8472  0.11
48 H 2.1226 -3.6981 -0.8481  0.10
49 H 2.4181 -5.2675 -0.1851  0.13
50 H 4.2838 -4.0509 0.5282  0.14
51 H 3.2908 -4.0851 1.9528  0.14
52 H 3.5179 -1.7588 -0.0304  0.10
53 H 4.3574 -1.8825 1.5058  0.14
54 H 2.6187 -0.6500 2.1005  0.10
55 H 2.0597 -2.0856 2.5129  0.10
56 F -0.2171 -1.6197 3.9179  0.19
57 B -0.7899 -1.5047 2.7386  -0.68
58 F -2.1175 -1.4897 2.6462  0.16
59 N 1.0624 -1.0633 -1.6058  0.00
60 C 1.6600 0.2444 -1.9284  -0.31
61 C 2.5692 0.7940 -1.0427  -0.08
62 C 3.1369 2.0328 -1.3073  -0.04
63 C 2.7845 2.7083 -2.4675  -0.03
64 C 1.8746 2.1443 -3.3560  -0.03
65 C 1.3060 0.9050 -3.0918  -0.01
66 H 0.2832 -1.2072 -2.2487  0.10
67 H 1.7352 -1.7941 -1.8411  0.10
68 H 2.8877 0.2484 -0.1577  0.08
69 H 3.8580 2.4612 -0.6226  0.12
70 H 3.2308 3.6687 -2.6888  0.13
71 H 1.6147 2.6636 -4.2692  0.13
72 H 0.6014 0.4660 -3.7913  0.13